# 1
# C21H48INO2P3Ru

A molecular structure, C21H48INO2P3Ru in a non-equilibrium geometry (ωB97M-V/def2-TZVPD, the Open Molecules 2025 dataset).

```
77
Properties=species:S:1:pos:R:3:forces:R:3:lowdin_charge:R:1
C -2.69322 0.43848 -3.92847 -1.2938 0.4745 -0.5205 -0.0480
C -1.29787 0.49561 -3.46301 2.0440 -0.3193 -2.2033 -0.3612
H -2.81107 1.08244 -4.81528 0.0547 -0.2527 0.1454 0.1227
H -3.39845 0.77557 -3.15330 0.2931 -0.2169 -0.2678 0.0606
H -2.94972 -0.59393 -4.20756 0.2483 0.3152 0.0286 0.0910
O -0.27205 0.57494 -4.07874 -2.1012 0.0198 1.3413 0.1511
I -2.71600 0.44151 1.33264 -0.9572 0.4788 0.5562 0.6018
Ru -1.32821 0.23167 -0.91755 0.8417 -1.6052 1.2765 0.5827
P -3.31438 -1.65578 -1.15394 -0.2575 -0.1650 0.1481 0.7204
C -3.28932 -2.84445 -2.53792 0.0527 -0.0663 -0.2013 -0.2371
C -3.36310 -2.80748 0.26156 0.2490 0.1089 0.3215 -0.2802
H -4.36035 -3.26580 0.31943 0.2834 0.0712 -0.0749 0.0695
H -5.69636 -1.61082 -0.79109 0.0808 0.1882 -0.1896 0.0656
H -3.15827 -2.26920 1.19744 -0.1565 -0.3558 -0.3204 -0.0354
H -4.97194 0.01557 -0.59749 -0.1133 -0.2772 -0.1513 -0.0057
H -2.61278 -3.67193 -2.28413 -0.1882 0.2305 -0.1410 0.0608
H -2.60558 -3.58983 0.11981 -0.2031 0.1858 0.0464 0.0522
C -4.97016 -0.89852 -1.20274 -0.0099 0.2302 -0.0491 -0.2730
H -4.30197 -3.24129 -2.69832 0.2928 0.0622 0.0322 0.0752
H -5.22940 -0.65271 -2.23999 -0.0319 -0.0811 0.2328 0.0512
H -2.93291 -2.38009 -3.46349 -0.1429 -0.2805 0.1597 0.0259
P -1.18903 2.51236 -1.39174 0.2823 3.1366 0.6605 0.7068
C 0.33323 3.08775 -2.22373 0.0160 -0.1544 -0.2358 -0.2141
C -2.55602 3.28586 -2.33013 -0.0366 -0.2220 -0.1046 -0.2270
H -2.00773 3.22141 0.78895 0.2440 0.1908 -0.1784 -0.0131
H -1.37341 4.60350 -0.16351 0.1099 -0.2584 0.0626 0.0647
H -0.24367 3.48132 0.64904 -0.2513 -0.0431 -0.1111 0.0289
C -1.20257 3.55667 0.12267 -0.0671 -0.0053 0.0267 -0.2636
H -3.51072 2.89043 -1.96185 0.1302 0.1538 -0.1175 0.0574
H -2.53107 4.37095 -2.16167 0.0294 -0.3039 -0.1220 0.0689
H 0.21050 4.13410 -2.53642 -0.0092 -0.2539 0.1263 0.0764
H 0.52779 2.46711 -3.10497 0.1035 0.3005 0.1992 0.0329
H -2.45746 3.07870 -3.40158 -0.1076 0.1435 0.2065 0.0490
H 1.18799 3.01401 -1.54024 -0.2803 -0.0033 -0.1711 0.0306
C -0.62891 -1.17878 -1.88145 3.0686 -4.6682 -2.1287 -0.3918
O -0.09528 -2.05620 -2.45774 -2.1232 3.1923 1.8719 0.1338
C 0.51086 -2.83133 1.09590 -0.2321 -0.0992 -0.0619 -0.0769
C 1.84896 -2.07690 1.06004 -0.0250 -0.2832 0.0180 -0.5890
C 2.72988 -2.56069 2.23421 0.1314 -0.0307 0.0926 -0.0577
C 2.54609 -2.46524 -0.25568 0.0031 -0.1406 -0.1423 -0.0715
P 1.53652 -0.22574 1.13415 0.3026 0.0779 0.1795 1.0602
N 0.26330 0.20910 0.14491 -0.3735 -0.1055 -0.1254 -0.2339
C 1.12242 0.30002 2.88682 0.0735 0.1156 0.3769 -0.5996
C 2.36805 0.34253 3.79613 0.1773 -0.0805 0.0464 -0.0554
C 0.47827 1.69154 2.89631 -0.2091 0.2636 -0.1558 -0.1050
C 0.08815 -0.66443 3.48964 -0.2965 -0.0956 -0.0074 -0.1056
C 2.97434 0.73193 0.42823 0.2049 -0.1118 0.0164 -0.6061
C 4.31924 0.24701 0.99516 0.2210 0.0794 0.0727 -0.0548
C 2.97496 0.58742 -1.10330 0.0302 -0.0559 -0.2168 -0.0744
C 2.80329 2.22229 0.75013 0.0983 0.2443 0.0016 -0.0785
H 0.72478 -3.90595 0.99318 -0.0397 0.3031 0.0145 0.1111
H -0.12465 -2.53276 0.25402 0.0490 -0.1301 0.1993 0.0418
H -0.04903 -2.69079 2.02312 0.1013 -0.0420 -0.2568 0.0685
H 2.94542 -3.62803 2.06796 -0.0955 0.3180 -0.0244 0.1106
H 3.69588 -2.04103 2.28125 -0.2929 -0.1751 0.0218 0.0793
H 2.23129 -2.48713 3.20809 0.1774 -0.0092 -0.3231 0.0751
H 1.95251 -2.17501 -1.13202 0.2923 -0.0307 0.1888 0.0659
H 3.56352 -2.06707 -0.33348 -0.3591 -0.1731 -0.0499 0.0715
H 2.62734 -3.56269 -0.27307 -0.0353 0.2990 0.0366 0.1098
H 3.06002 1.15028 3.52724 -0.2039 -0.2194 0.0726 0.0777
H 2.01513 0.54479 4.81944 0.0667 -0.0380 -0.3142 0.1117
H 2.91559 -0.60590 3.82319 -0.1105 0.3389 0.0458 0.0699
H -0.37488 1.71977 2.20929 0.2074 0.1579 0.2197 -0.0229
H 0.09560 1.88142 3.90995 0.1171 -0.0711 -0.2666 0.1107
H 1.17805 2.49482 2.65239 -0.2134 -0.1960 0.0857 0.0685
H 0.47214 -1.67862 3.64022 -0.1503 0.3239 0.0106 0.0688
H -0.20219 -0.26878 4.47517 0.1400 -0.1099 -0.2759 0.1090
H -0.82414 -0.68083 2.87061 0.4600 -0.2225 0.3745 -0.0320
H 4.57237 -0.77316 0.68823 -0.0396 0.3082 0.0857 0.0721
H 5.09972 0.91304 0.59737 -0.1727 -0.1940 0.1051 0.1117
H 4.36309 0.30829 2.08892 0.0348 -0.0201 -0.3153 0.0748
H 1.98464 0.79800 -1.52220 0.2152 0.0017 -0.0278 0.0497
H 3.68685 1.31742 -1.51450 -0.1863 -0.1815 0.1025 0.1080
H 3.29142 -0.40285 -1.43824 -0.0771 0.2897 0.0362 0.0702
H 1.80163 2.57760 0.47648 0.2248 -0.0068 0.1532 0.0483
H 3.01032 2.45695 1.80066 -0.1240 -0.0660 -0.2914 0.0802
H 3.53275 2.78757 0.15060 -0.1852 -0.1837 0.1445 0.1083
```
Forces are in eV/Å.

Calculated values
Charge: +2
<S²>: 8.78
Energy above the lowest of the compared OMol25 structures with the same formula, charge and spin (kcal per mole): 18.2
HOMO-LUMO gap (spin up / spin down) (Eh): 0.22800 / 0.18743
Electronic energy (a.u.): -2450.1876
2S+1: 6


# 2
# C31H54BNO12

5 unconnected molecules or ions with the total composition C31H54BNO12 in a non-equilibrium geometry (ωB97M-V/def2-TZVPD, the Open Molecules 2025 dataset).

```
99
Properties=species:S:1:pos:R:3:forces:R:3:lowdin_charge:R:1
C 0.55259 -6.10266 -3.21200 0.0371 0.0050 0.0171 -0.1152
C 0.72109 -4.65254 -3.65619 0.1167 -0.0021 0.1559 -0.2749
C -0.55258 -3.83302 -3.44253 0.2199 -0.1077 -0.1859 -0.2162
C -0.62260 -2.49861 -4.17745 -0.2281 0.2376 0.2095 -0.2182
C 0.33502 -1.42168 -3.66467 0.1059 -0.2064 0.0928 -0.2008
C 1.80760 -1.62802 -4.04781 0.0394 0.0113 0.0405 -0.2109
C 2.58945 -0.36004 -4.39713 -0.2323 0.0839 0.0005 -0.2038
C 2.45925 0.74821 -3.35621 -0.0231 -0.0913 0.2103 -0.2047
C 3.18719 0.45066 -2.03521 -0.2148 0.2432 -0.1133 -0.1981
C 2.41330 0.98399 -0.83789 0.1572 0.0599 0.0285 -0.2216
C 3.01106 0.64016 0.52093 -0.2931 -0.1143 0.0884 -0.1909
C 2.42053 1.48795 1.64752 0.0580 -0.0059 -0.2940 -0.1224
C 0.96575 1.13883 1.93903 0.1676 0.4993 0.7758 -0.1914
O 0.81504 1.06773 3.39053 -0.4003 -0.5723 -0.2926 0.0797
C -0.33927 1.67273 3.73122 0.4377 0.4054 -0.2150 -0.5653
O -1.01056 1.40232 4.67060 -0.0567 0.1102 0.6200 0.1672
O -0.59920 2.65610 2.84199 -0.2468 -0.0749 -0.2567 0.0935
C -0.18427 2.12738 1.56985 -0.4315 -0.4284 -0.4012 -0.1146
B 0.03101 3.19078 0.40266 -0.0047 0.4116 0.0608 -0.5887
N -0.53861 2.89306 -0.85963 0.8882 -0.5525 -0.0366 0.2131
O 0.71681 4.36997 0.62903 0.3126 -0.4711 0.3327 0.1465
H -0.01280 -6.68451 -3.94102 -0.0638 0.0110 0.0085 0.0714
H 1.51705 -6.59270 -3.07033 0.0169 -0.0529 -0.0579 0.0560
H 0.02084 -6.15547 -2.25945 -0.0021 -0.0022 0.0215 0.0716
H 1.54397 -4.21109 -3.08938 -0.0043 0.0731 -0.0349 0.0882
H 1.02889 -4.61096 -4.70420 -0.0536 -0.0319 -0.0373 0.1107
H -0.65852 -3.64679 -2.36773 -0.1231 -0.0569 0.0146 0.1138
H -1.40471 -4.44791 -3.74937 -0.0507 0.0418 0.0120 0.1093
H -1.63652 -2.11644 -4.04168 -0.0542 -0.0212 -0.0784 0.0918
H -0.50720 -2.63415 -5.25654 0.0774 -0.0655 -0.0004 0.1131
H -0.01932 -0.44613 -4.00922 0.0326 -0.0195 -0.1192 0.1041
H 0.25236 -1.40913 -2.57027 -0.0442 0.1753 0.0089 0.1084
H 1.86026 -2.30871 -4.90035 0.0631 0.0058 -0.0249 0.1095
H 2.33014 -2.13650 -3.23449 -0.0056 -0.0545 -0.0373 0.0854
H 3.63572 -0.64605 -4.49351 0.0263 0.1525 -0.1649 0.0876
H 2.24157 0.02685 -5.35949 0.0044 -0.0477 -0.0417 0.1127
H 1.39864 0.90585 -3.13007 -0.0097 0.0366 -0.1022 0.0832
H 2.82332 1.69177 -3.76885 0.0114 0.0181 -0.0190 0.1102
H 4.15923 0.94704 -2.06293 0.1734 -0.2789 0.0763 0.1190
H 3.35193 -0.62283 -1.93127 0.0769 0.0065 0.0399 0.0995
H 1.38413 0.60862 -0.88866 -0.0218 0.0542 0.0211 0.1064
H 2.35494 2.07718 -0.92380 -0.0676 -0.0035 -0.0459 0.1117
H 2.78278 -0.40660 0.74972 0.2119 -0.0728 -0.0602 0.1194
H 4.09828 0.73482 0.50373 0.0034 0.0945 -0.0376 0.1180
H 2.97971 1.32494 2.56769 -0.0039 -0.0180 0.0468 0.1248
H 2.51664 2.54638 1.39214 -0.0198 0.0326 0.1425 0.1173
H 0.70986 0.14125 1.58219 0.1774 -0.0128 -0.2040 0.1550
H -1.01174 1.48880 1.22900 -0.0702 0.0333 0.0982 0.1475
H -0.06032 3.25817 -1.67257 -0.3379 0.3076 -0.0668 0.0906
H -0.78183 1.92832 -1.03666 -0.2789 0.0579 0.0210 0.0801
H 1.44844 4.51885 0.02603 -0.1797 0.3353 -0.2246 0.0989
O 5.24572 -1.79280 -3.31212 0.1944 -0.0393 0.0438 0.1193
C 5.40851 -2.97731 -3.33899 -0.0685 -0.0174 0.1074 -0.4694
C 6.58315 -3.78524 -2.82052 -0.0189 -0.1261 -0.1992 -0.0699
C 6.38541 -5.14242 -3.49234 0.0120 0.0672 0.0000 -0.1476
C 4.87014 -5.18375 -3.66738 0.0328 -0.0511 0.0170 -0.1522
O 4.47731 -3.81339 -3.85423 -0.0155 -0.0372 -0.0310 0.0139
H 6.49696 -3.84325 -1.73376 0.0190 0.0272 0.0116 0.1322
H 7.51739 -3.29256 -3.07463 -0.0001 0.0544 0.0865 0.1255
H 6.76863 -5.98634 -2.92336 -0.0321 0.0074 0.0393 0.1152
H 6.86935 -5.14374 -4.46963 -0.0030 -0.0208 -0.0052 0.1186
H 4.36039 -5.56640 -2.78028 0.0126 -0.0053 0.0142 0.1250
H 4.54100 -5.75048 -4.53440 -0.0233 0.0381 -0.0222 0.1267
O -1.59693 2.38638 11.42605 0.0484 0.0142 0.0038 0.1227
C -1.53849 2.28610 10.23726 -0.0866 -0.0830 0.0097 -0.4852
C -0.90495 1.18442 9.40618 0.0612 0.2046 -0.1173 -0.0725
C -0.79805 1.81616 8.02042 0.0750 -0.0995 0.0897 -0.1500
C -1.96343 2.79399 8.03724 0.0178 -0.0642 -0.1552 -0.1613
O -2.09551 3.20825 9.40911 0.0054 0.0442 -0.0222 0.0048
H -1.57905 0.32566 9.42025 0.0140 -0.0199 0.0222 0.1311
H 0.04812 0.89221 9.83811 -0.0497 -0.0717 0.0696 0.1237
H -0.85213 1.11650 7.19119 -0.0405 0.0077 -0.0041 0.0992
H 0.14240 2.36331 7.93929 -0.0067 0.0167 -0.0264 0.1220
H -2.89847 2.32274 7.72603 -0.0030 -0.0088 0.0078 0.1326
H -1.79602 3.67579 7.42374 -0.0071 0.0355 0.0438 0.1141
O -2.64402 -2.53309 -7.34381 -0.0005 0.0453 -0.0091 0.1264
C -3.69693 -2.45149 -6.78647 0.0074 -0.1182 -0.0437 -0.4840
C -5.07750 -2.27497 -7.39247 -0.0404 0.1528 0.1656 -0.0748
C -5.92378 -1.84241 -6.19779 0.0494 0.0078 -0.0517 -0.1512
C -5.18733 -2.50869 -5.03949 -0.0674 0.0197 -0.0191 -0.1528
O -3.80670 -2.53400 -5.43636 -0.0323 0.0002 0.0484 0.0043
H -5.39178 -3.23882 -7.79721 0.0087 0.0032 -0.0331 0.1313
H -5.04070 -1.54835 -8.19913 0.0224 -0.0744 -0.0710 0.1249
H -6.96997 -2.13363 -6.25738 0.0099 -0.0503 0.0000 0.1143
H -5.87904 -0.75829 -6.08777 -0.0151 0.0021 0.0166 0.1177
H -5.51606 -3.53747 -4.87684 -0.0153 -0.0012 -0.0135 0.1263
H -5.26096 -1.96180 -4.10282 0.0524 -0.0034 0.0085 0.1246
O -4.88912 7.39388 4.83767 -0.0324 -0.0317 -0.0042 0.1232
C -4.57145 7.06482 5.94096 0.1025 0.0291 -0.0313 -0.4890
C -3.75067 5.86013 6.36850 -0.1579 -0.0250 0.1712 -0.0802
C -4.03523 5.76488 7.86568 -0.0106 -0.0066 -0.0649 -0.1526
C -4.32089 7.22030 8.21781 0.0370 -0.0366 0.0413 -0.1513
O -4.91294 7.78720 7.03696 -0.0222 0.0169 0.0247 0.0208
H -2.70151 6.07637 6.15583 0.0029 -0.0114 -0.0325 0.1308
H -4.05157 4.98447 5.79966 0.0770 0.0204 -0.0801 0.1252
H -3.22936 5.33820 8.45746 0.0136 0.0420 0.0191 0.0961
H -4.93004 5.16360 8.03309 0.0029 -0.0049 0.0215 0.1233
H -3.40816 7.77597 8.44445 0.0129 -0.0126 -0.0067 0.1266
H -5.02010 7.34315 9.04089 -0.0353 0.0260 -0.0309 0.1241
```
Forces are in eV/Å.

Calculated values
Structure (SMILES): CCCCCCCCCCCC[C@H]1OC(=O)O[C@H]1B(N)O.O=C1CCCO1.O=C1CCCO1.O=C1CCCO1.O=C1CCCO1
Energy above the lowest of the compared OMol25 structures with the same formula, charge and spin (kcal per mole): 0.0
HOMO-LUMO gap (Eh): 0.37579
Electronic energy (a.u.): -2196.2605
2S+1: 1


# 3
# C3H15NO4

5 unconnected molecules or ions with the total composition C3H15NO4 in a non-equilibrium geometry (ωB97M-V/def2-TZVPD, the Open Molecules 2025 dataset).

```
23
Properties=species:S:1:pos:R:3:forces:R:3:lowdin_charge:R:1
C -1.57283 0.61555 2.01249 -0.1834 -1.6057 -0.0766 -0.0538
C -1.69245 -0.50235 1.23662 3.7038 2.7699 -1.2570 -0.2116
N -0.73683 -0.74928 0.16000 0.0047 0.0129 1.1925 -0.1156
C -0.49820 -2.16535 -0.19839 1.0343 -1.2549 -0.0874 -0.1653
H -0.58761 1.10875 1.98434 -0.8102 0.2090 0.1290 0.0514
H -2.33386 0.83109 2.78721 0.7585 0.0195 -0.6223 0.0475
H -2.48256 -1.17624 1.28431 -1.3066 -1.0603 -0.0359 0.0745
H 0.19692 -0.17731 0.15659 -2.5139 -1.5187 0.1710 0.1307
H -0.24086 -2.30217 -1.28249 0.1854 0.6100 0.9809 0.0699
H 0.39475 -2.59379 0.43116 -1.7334 0.4596 -1.1628 0.0934
H -1.39060 -2.87488 -0.14032 0.8396 1.3671 0.6619 0.0853
O -0.09397 1.74222 -3.31650 4.3007 -1.2070 -2.0714 -0.0134
H -0.36436 1.18513 -4.03859 -0.9651 0.0847 0.2342 0.0343
H -0.69234 2.11058 -2.75516 -3.3408 1.1576 1.9849 -0.0567
O -1.72503 2.84795 -0.72601 -0.8745 0.4251 1.3842 -0.0869
H -1.73053 2.06379 -0.13769 0.0589 0.3210 -0.4373 0.0062
H -2.25124 3.50144 -0.18765 0.8536 -0.9081 -1.0010 0.0664
O 2.17418 -0.77815 -0.78989 -0.9041 -0.2122 -0.3162 -0.0461
H 2.98957 -0.93187 -0.33133 0.8319 -0.1149 0.4851 -0.0031
H 2.36724 -0.04010 -1.35869 -0.0598 0.4796 -0.4754 0.0478
O 3.61560 -0.73122 1.46868 -0.9705 -1.9245 -1.9229 -0.0147
H 3.98232 -0.18179 2.09906 1.0943 1.7584 2.0586 0.0105
H 2.67270 -0.80203 1.64226 -0.0035 0.1320 0.1838 0.0494
```
Forces are in eV/Å.

Calculated values
Structure (SMILES): C=CNC.O.O.O.O
Energy above the lowest of the compared OMol25 structures with the same formula, charge and spin (kcal per mole): 52.8
HOMO-LUMO gap (Eh): 0.31720
Electronic energy (a.u.): -478.9446
2S+1: 1